Entry 1:
Below is an isolated molecule of C4H10N2O in a non-equilibrium geometry, with properties calculated with the ωB97M-V functional and the def2-TZVPD basis.

Each line ends with the Mulliken charge.
Positions of all 17 atoms, in Å:
C: 0.415 -0.366 -2.460  -0.868
N: 0.050 -0.620 -1.072  -0.397
C: 0.895 -0.060 -0.061  -0.598
C: 0.505 -0.385 1.397  -0.649
N: -0.910 -0.228 1.630  -0.156
C: -1.461 1.018 1.621  -0.025
O: -0.780 2.019 1.603  -0.538
H: -0.018 0.608 -2.743  0.294
H: -0.039 -1.095 -3.130  0.281
H: 1.487 -0.284 -2.612  0.341
H: -0.904 -0.320 -0.922  0.213
H: 1.008 1.026 -0.159  0.330
H: 1.886 -0.510 -0.179  0.399
H: 0.914 -1.311 1.780  0.490
H: 1.006 0.473 1.835  0.289
H: -1.495 -0.995 1.913  0.218
H: -2.560 1.029 1.559  0.375

Calculated values
- molecular weight (g/mol) = 102.1
- energy relative to the best compared isomer or geometry (same formula, charge and spin) (kJ/mol) = 154.12
- SMILES = CNCCNC=O

Entry 2:
Below is a structure of composition C6H21CrN5O5S in a non-equilibrium geometry, with properties calculated with the ωB97M-V functional and the def2-TZVPD basis.

Each line ends with the Mulliken charge.
Positions of all 39 atoms, in Å:
O: 2.552 1.467 -0.898  -0.524
H: 3.027 2.113 -1.450  0.314
Cr: 0.210 0.075 0.365  -0.350
N: -1.527 -0.504 -0.313  0.728
N: 0.687 -0.681 -1.470  0.266
O: -2.765 -0.634 0.341  -0.555
O: 1.946 -0.736 -2.069  -0.761
C: -1.601 -0.875 -1.598  0.140
C: -0.346 -0.979 -2.266  0.045
C: -2.945 -1.148 -2.150  -1.404
C: -0.194 -1.305 -3.704  -1.403
H: -3.608 -0.283 -2.021  0.282
H: -3.419 -2.010 -1.662  0.245
H: -2.866 -1.362 -3.221  0.382
H: 0.850 -1.493 -3.964  0.369
H: -0.563 -0.478 -4.324  0.261
H: -0.793 -2.183 -3.962  0.347
H: -2.549 -0.408 1.279  0.303
H: 2.385 0.108 -1.706  0.453
O: 0.678 -2.679 1.007  -0.464
H: -0.031 -3.095 1.533  0.262
H: 0.781 -3.272 0.241  0.256
C: 1.199 2.065 -0.486  -0.614
H: 1.285 2.393 0.559  0.261
H: 0.299 1.434 -0.744  0.450
H: 1.071 2.976 -1.087  0.467
O: -1.806 4.631 0.795  -0.638
H: -2.491 4.307 0.187  0.324
H: -1.790 3.963 1.502  0.303
N: 2.015 -0.122 1.487  -0.322
N: 1.758 -0.325 2.884  -0.331
C: 0.549 -0.009 3.377  0.547
N: 0.440 -0.095 4.731  -0.497
S: -0.771 0.474 2.417  -0.498
H: 2.681 0.656 1.373  0.334
H: 2.515 -0.955 1.148  0.302
H: 2.567 -0.328 3.514  0.263
H: -0.487 0.023 5.120  0.248
H: 1.057 -0.727 5.237  0.208

Calculated values
- energy (Ha) = -2333.60638
- molecular weight (g/mol) = 327.3
- 2S+1 = 5

Entry 3:
Below is a cluster of 3 separate species, C5H17NO2 in total in a non-equilibrium geometry, with properties calculated with the ωB97M-V functional and the def2-TZVPD basis.

Each line ends with the Mulliken charge.
Positions of all 25 atoms, in Å:
C: -1.076 0.328 1.506  -1.653
C: -1.352 -0.015 0.013  0.724
C: -1.376 -1.526 -0.335  -1.353
C: -0.383 0.792 -0.850  -0.167
C: -0.888 0.987 -2.296  -1.359
N: 0.922 0.066 -0.841  -0.439
H: -1.388 1.350 1.647  0.422
H: 0.003 0.406 1.595  0.286
H: -1.721 -0.244 2.164  0.454
H: -2.359 0.389 -0.172  0.411
H: -0.661 -1.731 -1.117  0.312
H: -1.116 -2.153 0.517  0.320
H: -2.354 -1.889 -0.655  0.308
H: -0.292 1.787 -0.416  0.433
H: -0.575 2.021 -2.542  0.331
H: -0.541 0.265 -3.047  0.315
H: -1.950 1.075 -2.446  0.363
H: 1.088 -0.309 -1.768  0.193
H: 1.704 0.694 -0.693  0.111
O: 3.808 0.626 0.688  -0.662
H: 3.765 1.257 -0.030  0.307
H: 3.045 0.047 0.795  0.363
O: 1.278 -1.076 2.532  -0.579
H: 1.026 -1.148 3.450  0.266
H: 1.392 -1.999 2.300  0.294

Calculated values
- molecular weight (g/mol) = 123.2
- energy relative to the best compared isomer or geometry (same formula, charge and spin) (kJ/mol) = 114.76
- SMILES = CC(C)[C@H](C)N.O.O